Below is C19H29N6OS5SbSiTi as an isolated structure, with properties calculated with ωB97M-V/def2-TZVPD.

Last column: Löwdin charge in e.
Geometry (Å):
Ti: 0.345 -0.232 -0.414  0.405
N: 0.504 0.023 4.026  0.107
C: -0.482 -0.938 3.938  -0.073
C: -0.711 -1.105 2.613  -0.093
N: 0.121 -0.287 1.882  0.064
C: 0.839 0.383 2.761  -0.250
C: 1.869 1.358 2.445  -0.309
N: 1.967 1.945 1.289  0.086
C: 3.106 2.706 1.328  -0.141
C: 3.709 2.558 2.541  -0.078
N: 2.908 1.699 3.267  0.101
H: 0.862 0.432 4.869  0.149
H: -0.918 -1.396 4.807  0.107
H: -1.411 -1.772 2.137  0.104
H: 3.461 3.223 0.450  0.046
H: 4.627 2.950 2.941  0.105
H: 3.158 1.263 4.136  0.143
S: 4.269 -1.103 -3.737  -0.260
Sb: 3.043 0.245 -2.402  -0.119
S: 2.679 -0.737 -0.220  0.027
S: 0.676 0.136 -2.848  0.004
S: 3.747 2.420 -2.252  -0.254
C: -3.363 1.221 -0.195  -0.034
C: -3.133 -0.261 -0.149  -0.326
C: -4.181 -1.132 0.092  -0.070
C: -3.904 -2.503 0.135  -0.090
C: -2.633 -2.969 -0.069  -0.037
C: -1.594 -2.029 -0.336  -0.460
N: -1.888 -0.702 -0.356  0.058
N: -0.292 -2.256 -0.498  -0.133
Si: 0.608 -3.730 -0.753  0.386
C: 1.533 -4.149 0.827  -0.183
C: 1.734 -3.589 -2.223  -0.201
C: -0.538 -5.197 -1.121  -0.194
H: -4.392 1.457 0.073  0.071
H: -3.156 1.602 -1.197  0.075
H: -2.675 1.733 0.476  0.068
H: -5.181 -0.753 0.247  0.092
H: -4.704 -3.206 0.341  0.099
H: -2.408 -4.021 -0.011  0.073
H: 2.219 -3.336 1.069  -0.011
H: 2.117 -5.066 0.712  0.024
H: 0.839 -4.287 1.660  0.018
H: 2.603 -2.961 -2.033  -0.042
H: 1.204 -3.136 -3.065  0.030
H: 2.094 -4.574 -2.534  0.029
H: -0.971 -5.648 -0.225  0.016
H: 0.058 -5.963 -1.623  0.022
H: -1.352 -4.925 -1.797  0.026
O: -0.406 1.708 -0.361  -0.688
S: 0.443 2.674 -1.233  0.835
C: 0.240 4.250 -0.347  -0.303
C: -0.354 5.243 -1.339  -0.235
C: -1.383 4.446 -2.137  -0.233
C: -0.664 3.177 -2.574  -0.334
H: 1.209 4.532 0.058  0.076
H: -0.444 4.022 0.471  0.096
H: 0.426 5.613 -2.009  0.116
H: -0.786 6.105 -0.828  0.108
H: -1.769 4.998 -2.996  0.110
H: -2.231 4.193 -1.494  0.108
H: -0.006 3.331 -3.432  0.097
H: -1.291 2.315 -2.782  0.066

Its charge is -1. The spin multiplicity is 2. The value obtained for the largest force on an atom is 0.629 eV Å⁻¹. The expectation value of S² is 0.75. The relative energy (zero: lowest compared OMol25 entry of this formula, charge and spin) comes out at 13.4 kJ/mol. The molar mass comes out at 715.5 g/mol. As for the electronic energy: -122877.5751 eV.

=====

Below is C3H7NO as an isolated structure, with properties calculated with ωB97M-V/def2-TZVPD.

Last column: Löwdin charge in e.
Geometry (Å):
O: 2.113 0.659 -0.176  -0.087
C: 1.162 -0.371 -0.105  -0.308
C: -0.203 -0.011 -0.580  -0.320
C: -1.368 -0.259 0.297  -0.148
N: -0.834 1.091 0.127  0.033
H: 1.844 0.414 0.820  0.106
H: 1.022 -0.533 1.099  0.157
H: 1.543 -1.331 -0.448  0.124
H: -0.346 -0.096 -1.655  0.143
H: -1.218 -0.673 1.294  0.100
H: -2.306 -0.537 -0.174  0.101
H: -1.409 1.647 -0.499  0.098

Its charge is 0. The value obtained for the largest force on an atom is 4.956 eV Å⁻¹. The relative energy (zero: lowest compared OMol25 entry of this formula, charge and spin) comes out at 409.6 kJ/mol. The molar mass comes out at 73.1 g/mol. As for the electronic energy: -6758.5054 eV.

=====

Below is an isolated molecule of C3OS4, with properties calculated with ωB97M-V/def2-TZVPD.

Last column: Löwdin charge in e.
Geometry (Å):
S: -3.084 0.160 -0.003  0.757
C: -1.489 -0.018 0.002  -1.164
O: -0.626 1.036 0.000  -0.146
C: 0.710 0.733 0.003  -0.895
S: 1.814 1.895 -0.001  0.840
C: 0.935 -0.757 0.003  -1.121
S: 2.363 -1.500 -0.003  0.744
S: -0.624 -1.549 0.001  0.987

Its charge is 0. The value obtained for the largest force on an atom is 0.327 eV Å⁻¹. The relative energy (zero: lowest compared OMol25 entry of this formula, charge and spin) comes out at 0.0 kJ/mol. The molar mass comes out at 180.3 g/mol. Its structure (SMILES) is S=C1OC(=S)C(=S)S1. As for the electronic energy: -48498.0280 eV.

=====

Below is an isolated molecule of C10H15N5O4, with properties calculated with ωB97M-V/def2-TZVPD.

Last column: Löwdin charge in e.
Geometry (Å):
N: 3.707 2.603 -0.077  0.145
C: 3.074 1.553 0.524  -0.480
O: 2.548 1.474 1.659  0.017
C: 3.145 0.338 -0.444  -0.075
C: 2.755 -1.030 0.167  -0.358
N: 3.477 -2.030 -0.487  0.020
C: 1.183 -1.071 -0.087  -0.445
O: 0.759 -1.700 -1.057  0.030
N: 0.397 -0.618 0.886  0.144
C: -1.032 -0.262 0.651  -0.167
C: -1.292 0.579 -0.623  -0.067
C: -2.766 0.731 -0.567  -0.338
C: -3.788 -0.113 -0.739  -0.072
N: -4.959 0.517 -0.292  0.069
C: -4.548 1.813 0.130  -0.152
N: -3.255 1.890 0.013  0.088
C: -1.867 -1.563 0.983  -0.389
O: -2.748 -1.555 1.791  0.122
O: -1.441 -2.806 0.367  0.056
H: 3.989 3.341 0.655  0.162
H: 4.077 2.555 -0.976  0.076
H: 2.517 0.427 -1.301  0.110
H: 4.249 0.243 -0.747  0.145
H: 2.868 -1.073 1.267  0.153
H: 3.138 -2.085 -1.500  0.119
H: 3.454 -3.000 -0.014  0.130
H: 0.906 -0.187 1.609  0.112
H: -1.327 0.370 1.448  0.137
H: -1.005 0.048 -1.557  0.124
H: -0.691 1.536 -0.449  0.153
H: -3.804 -1.120 -1.161  0.136
H: -5.875 0.246 -0.589  0.129
H: -5.191 2.503 0.672  0.114
H: -0.654 -2.555 -0.156  0.051

Its charge is 0. The value obtained for the largest force on an atom is 5.773 eV Å⁻¹. The relative energy (zero: lowest compared OMol25 entry of this formula, charge and spin) comes out at 234.5 kJ/mol. The molar mass comes out at 269.3 g/mol. Its structure (SMILES) is NC(=O)C[C@H](N)C(=O)N[C@@H](Cc1c[nH]cn1)C(=O)O. As for the electronic energy: -26254.1396 eV.

=====

Below is a 2-piece molecular cluster, C9H11O3 overall, with properties calculated with ωB97M-V/def2-TZVPD.

Last column: Löwdin charge in e.
Geometry (Å):
C: -3.421 -2.154 1.520  -0.096
C: 0.312 -0.039 0.944  -0.347
C: -0.671 -0.070 -0.110  0.014
C: 0.098 -0.632 2.306  0.013
C: -1.853 -0.660 0.267  -0.116
C: -1.134 -1.343 2.380  -0.109
C: -2.090 -1.369 1.412  -0.349
O: 1.457 0.504 0.866  -0.007
H: 1.983 0.886 -0.040  0.082
H: -0.710 0.313 -1.103  0.091
H: 0.919 -0.565 2.993  0.084
H: -2.661 -0.751 -0.401  0.088
H: -1.236 -1.916 3.300  0.090
H: -3.718 -2.658 2.506  0.069
H: -3.373 -3.006 0.766  0.072
H: -4.411 -1.576 1.310  0.082
C: 3.384 2.505 -3.016  -0.039
C: 2.344 1.662 -2.280  -0.664
O: 2.725 1.447 -1.082  -0.058
O: 1.225 1.404 -2.831  -0.065
H: 3.093 2.406 -4.029  0.043
H: 4.359 2.062 -2.915  0.059
H: 3.378 3.547 -2.760  0.062

Its charge is -1. The value obtained for the largest force on an atom is 5.612 eV Å⁻¹. The relative energy (zero: lowest compared OMol25 entry of this formula, charge and spin) comes out at 138.6 kJ/mol. The molar mass comes out at 167.2 g/mol. As for the electronic energy: -15654.8634 eV.

=====

Below is C4H10NO as an isolated structure, with properties calculated with ωB97M-V/def2-TZVPD.

Last column: Löwdin charge in e.
Geometry (Å):
C: -0.438 1.796 -0.961  -0.089
C: -1.063 1.003 -0.058  -0.354
N: -0.495 0.232 0.924  -0.164
C: -1.413 -0.785 1.502  -0.189
H: 0.636 1.807 -1.124  0.006
H: -0.994 2.525 -1.518  -0.010
H: -2.148 1.054 -0.044  0.075
H: 0.504 -0.428 0.366  0.017
H: -0.862 -1.441 2.202  0.059
H: -2.242 -0.364 2.110  0.049
H: -1.805 -1.372 0.651  0.061
C: 1.914 -0.661 -1.165  -0.306
O: 1.261 -1.246 -0.055  -0.303
H: 2.413 0.306 -1.013  0.040
H: 2.707 -1.379 -1.589  0.060
H: 1.172 -0.471 -1.970  0.048

Its charge is -1. The value obtained for the largest force on an atom is 1.653 eV Å⁻¹. The relative energy (zero: lowest compared OMol25 entry of this formula, charge and spin) comes out at 102.6 kJ/mol. The molar mass comes out at 88.1 g/mol. As for the electronic energy: -7846.4725 eV.

=====

Below is C5H15N2 as an isolated structure, with properties calculated with ωB97M-V/def2-TZVPD.

Last column: Löwdin charge in e.
Geometry (Å):
C: 0.967 3.038 1.144  -0.090
C: 0.406 1.644 1.062  -0.256
N: 0.759 1.096 -0.277  0.063
H: 0.627 3.607 0.319  0.068
H: 0.641 3.565 2.063  0.101
H: 2.066 3.038 1.194  0.092
H: 0.766 0.956 1.837  0.128
H: -0.705 1.731 1.104  0.124
H: 1.709 1.409 -0.484  0.138
H: 0.175 1.589 -0.943  0.130
C: -2.179 -0.768 -0.627  -0.072
C: -1.152 -1.791 -0.115  -0.242
C: 1.038 -2.387 -0.785  0.087
N: 0.224 -1.432 -0.494  -0.045
H: -1.983 0.236 -0.201  0.060
H: -2.155 -0.646 -1.693  0.072
H: -3.155 -1.152 -0.297  0.094
H: -1.161 -1.740 0.966  0.116
H: -1.461 -2.855 -0.369  0.142
H: 2.053 -2.245 -1.128  0.091
H: 0.799 -3.450 -0.610  0.109
H: 0.419 -0.106 -0.430  0.091

Its charge is +1. The value obtained for the largest force on an atom is 2.230 eV Å⁻¹. The relative energy (zero: lowest compared OMol25 entry of this formula, charge and spin) comes out at 112.1 kJ/mol. The molar mass comes out at 103.2 g/mol. As for the electronic energy: -8401.5147 eV.

=====

Below is C18H46F6N11O13S2V as an isolated structure, with properties calculated with ωB97M-V/def2-TZVPD.

Last column: Löwdin charge in e.
Geometry (Å):
O: 0.092 0.300 0.450  -0.230
V: 1.070 0.982 1.524  1.017
C: -2.522 3.502 0.936  -0.609
F: -2.985 3.515 2.246  0.091
F: -2.776 2.340 0.384  0.153
F: -3.240 4.327 0.235  0.190
S: -0.577 3.831 0.803  0.731
O: -0.193 3.249 -0.495  -0.309
O: -0.404 5.263 0.809  -0.252
N: 0.025 2.750 2.056  -0.364
S: -0.017 3.647 3.359  0.652
O: -1.021 4.711 3.429  -0.275
O: -0.063 2.867 4.608  -0.314
C: 1.746 4.579 3.301  -0.725
F: 2.478 4.410 4.355  0.184
F: 2.395 4.126 2.285  0.150
F: 1.575 5.852 3.091  0.184
C: 3.384 -1.514 1.333  -0.765
O: 2.429 -0.819 1.317  0.043
N: 3.363 -2.674 0.740  0.193
N: 4.491 -1.395 1.939  0.210
H: 4.280 -3.078 0.619  0.123
H: 2.557 -2.766 0.138  0.078
H: 5.168 -2.143 1.951  0.130
H: 4.737 -0.629 2.551  0.103
C: -0.118 -0.541 4.227  -0.666
O: 0.021 -0.110 3.081  -0.023
N: -0.170 -1.770 4.592  0.192
N: -0.242 0.166 5.344  0.185
H: 0.027 -2.021 5.550  0.127
H: -0.133 -2.559 3.962  0.103
H: -0.213 1.174 5.292  0.064
H: -0.254 -0.317 6.232  0.121
C: 3.415 1.129 4.132  -0.647
O: 2.523 1.209 3.238  -0.057
N: 4.675 1.494 3.963  0.186
N: 3.269 0.587 5.306  0.213
H: 5.346 1.382 4.710  0.127
H: 4.941 1.922 3.088  0.129
H: 4.024 0.563 5.975  0.130
H: 2.406 0.130 5.566  0.115
C: 3.103 1.928 -0.861  -0.722
O: 2.481 1.838 0.158  0.006
N: 2.870 1.315 -2.000  0.223
N: 4.304 2.306 -0.915  0.187
H: 3.626 1.231 -2.664  0.128
H: 2.034 0.764 -2.138  0.080
H: 4.718 2.724 -1.736  0.142
H: 4.722 2.375 0.001  0.132
C: -1.906 -2.762 2.088  -0.087
O: -0.511 -2.744 2.107  -0.235
C: 0.122 -3.897 1.538  -0.187
C: -0.029 -4.042 0.041  -0.180
N: 0.713 -2.956 -0.649  -0.055
C: 0.557 -2.988 -2.112  -0.161
C: 1.320 -1.757 -2.754  -0.169
O: 0.770 -0.506 -2.341  -0.241
C: -0.429 -0.171 -2.979  -0.087
H: -2.348 -2.029 2.763  0.099
H: -2.274 -3.683 2.541  0.098
H: -2.242 -2.660 1.056  0.068
H: -0.223 -4.816 2.012  0.124
H: 1.187 -3.893 1.772  0.114
H: -1.062 -4.100 -0.302  0.110
H: 0.361 -4.995 -0.316  0.124
H: 0.554 -2.073 -0.185  0.083
H: -0.450 -2.970 -2.528  0.102
H: 1.072 -3.844 -2.549  0.120
H: 1.368 -1.830 -3.840  0.123
H: 2.370 -1.774 -2.463  0.113
H: -0.817 0.726 -2.497  0.113
H: -1.149 -0.990 -2.976  0.059
H: -0.322 -0.032 -4.055  0.092
C: -1.641 2.558 -4.915  -0.162
O: -2.700 1.713 -4.701  -0.170
C: -2.895 0.870 -5.858  -0.208
C: -3.939 -0.170 -5.434  -0.172
N: -3.247 -1.100 -4.492  -0.059
C: -4.213 -1.800 -3.686  -0.213
C: -4.850 -0.989 -2.511  -0.166
O: -3.836 -0.295 -1.744  -0.195
C: -3.150 -1.113 -0.830  -0.123
H: -1.448 3.191 -4.049  0.093
H: -1.881 3.302 -5.675  0.088
H: -0.711 2.086 -5.232  0.082
H: -2.087 0.349 -6.370  0.120
H: -3.198 1.509 -6.687  0.117
H: -4.421 -0.682 -6.267  0.121
H: -4.713 0.407 -4.928  0.111
H: -2.726 -0.562 -3.814  0.046
H: -3.621 -2.579 -3.205  0.094
H: -4.828 -2.346 -4.401  0.122
H: -5.466 -1.661 -1.914  0.114
H: -5.556 -0.229 -2.846  0.114
H: -2.604 -1.886 -1.371  0.067
H: -3.897 -1.458 -0.115  0.095
H: -2.375 -0.484 -0.391  0.078

Its charge is +1. The spin multiplicity is 2. The value obtained for the largest force on an atom is 7.980 eV Å⁻¹. The expectation value of S² is 0.80. The molar mass comes out at 853.7 g/mol. As for the electronic energy: -126077.1816 eV.

=====

- Number 4 is which compound?
  C10H15N5O4